[1]
120
Properties=species:S:1:pos:R:3:forces:R:3 method="wB97M-V/def2-TZVPD" e_homo_ev=-9.7442 multiplicity=1 charge=0
H -2.852306 -2.552484 -2.767545 0.32 -0.77 -0.93
H -2.726326 -1.472272 -1.712026 -1.91 -1.17 -1.71
O -3.438420 -2.067518 -2.200228 1.43 1.96 2.46
H 0.176752 -4.598673 -3.320501 -0.79 2.61 1.05
H 1.286845 -5.586776 -2.499923 -3.48 1.38 -3.02
O 0.608479 -5.403346 -3.317965 4.03 -4.27 1.62
H 4.064722 -3.926105 2.831026 3.25 -2.28 -3.84
H 2.919299 -4.200953 3.652447 1.38 2.23 -0.20
O 3.586754 -3.454013 3.406855 -4.89 0.17 4.41
H -3.498062 -0.754133 -3.357574 -0.38 -0.62 0.56
H -4.882842 -0.235387 -3.907982 0.87 -0.16 0.21
O -3.924765 -0.070504 -3.869028 -0.73 1.33 -1.34
H 1.724486 1.454123 -3.348037 0.24 -0.89 -0.50
H 1.515744 2.896548 -3.256734 -0.32 1.36 -0.27
O 1.956191 2.193000 -2.799455 0.35 -0.55 0.58
H 1.810362 -0.204473 2.342095 -0.74 -0.58 2.25
O 2.024303 -0.077335 1.457400 3.10 -1.36 -4.88
H -0.570130 0.277459 1.670720 0.73 -1.07 0.48
O -0.066683 -0.555875 1.861322 -1.36 2.58 -0.84
H 0.135064 1.208122 -6.847553 -0.89 2.04 -2.53
H -0.719253 0.415337 -5.697424 0.37 0.97 -1.14
O 0.125949 0.645806 -6.137369 0.21 -2.66 3.89
H 1.565784 -3.662127 0.787927 -0.38 1.03 1.27
H 2.083037 -2.709251 2.120555 -2.10 -1.86 -1.86
O 1.275922 -3.159312 1.604511 3.49 0.97 0.41
H -2.630395 2.463798 -0.325278 2.15 -2.67 1.91
H -1.949503 1.060229 0.206737 -0.77 -5.24 -1.86
O -2.001102 1.930302 0.325109 -1.72 8.36 0.76
H -4.791959 0.684498 -0.564325 3.25 -1.94 -0.11
H -3.792630 -0.606932 -0.600683 -0.91 0.14 0.08
O -3.798332 0.350218 -0.663818 -2.85 1.87 0.22
H -3.167197 1.703008 -4.140083 0.39 -1.75 -0.47
O -2.989983 2.601678 -3.921594 4.80 4.27 -0.31
H 1.536761 -1.936349 -5.409056 0.83 -0.83 0.33
H 0.508970 -1.046368 -5.730409 -0.63 -0.42 -0.53
O 0.650981 -2.014823 -5.749651 -0.06 0.61 0.17
H -1.554559 -1.208399 5.820170 -1.39 -2.23 0.80
H -2.319228 -2.156616 4.910140 0.21 -0.15 2.03
O -2.169624 -2.057989 5.905514 0.95 2.05 -2.64
H -1.576400 2.891527 3.798958 -3.23 -5.08 -0.65
H -1.463464 4.311496 3.174820 -1.14 0.86 -2.10
O -1.219847 3.689651 3.797408 4.67 4.39 3.55
H 1.824103 3.458343 4.330308 1.04 0.14 0.16
H 0.411961 3.235798 4.000166 0.45 -0.89 0.78
O 1.176012 2.778720 4.470850 -1.25 0.46 -0.67
H 0.716116 5.082525 -2.740020 0.30 0.13 -1.11
H 2.093602 5.362918 -3.038235 2.89 0.84 1.14
O 1.335402 5.173579 -3.517160 -3.29 -1.04 0.22
H -4.806631 3.845389 -0.717512 2.95 1.66 1.09
H -4.562568 5.233536 -0.240165 -0.17 1.36 0.37
O -4.025113 4.463951 -0.342467 -2.69 -3.17 -1.51
H 2.637169 3.562754 1.581701 -0.47 0.93 0.55
O 3.246929 2.880722 1.341531 -2.16 -2.87 -1.88
H -2.249532 -3.902683 -4.513625 -0.79 0.66 0.13
H -1.004311 -3.211337 -4.468788 -0.48 1.50 -0.18
O -1.959122 -2.986854 -4.314257 1.56 -2.16 -0.25
H 1.788729 -4.734758 -1.026853 -3.69 -0.09 1.86
O 0.757612 -4.615254 -0.586131 5.77 7.85 -9.83
H -0.641433 6.512465 -0.482879 -0.32 -0.40 0.25
H -0.560219 4.968515 -0.166648 -1.88 -1.54 0.88
O -0.123702 5.704743 -0.501746 2.11 2.29 -1.46
H 2.622507 -1.784703 5.015872 -0.11 -0.76 0.01
H 1.606792 -0.782943 5.513713 -6.53 0.21 2.40
O 2.401482 -0.881893 5.185651 7.02 0.28 -2.71
H 4.812478 0.081546 1.704707 1.55 -0.99 -0.35
H 6.130177 -0.793482 2.005595 0.69 -0.45 2.00
O 5.634330 -0.376388 1.344871 -2.30 1.26 -1.59
H -0.724177 2.885825 1.338363 1.12 0.90 -0.18
H 0.321362 3.758985 0.615327 0.48 -0.08 -1.17
O 0.032162 3.530232 1.478798 -1.20 -0.92 0.97
H 0.429823 2.262742 -1.230596 -2.73 2.05 -1.15
H -1.047397 2.609377 -1.980521 0.18 -0.53 0.09
O -0.347132 2.951657 -1.416652 2.76 -0.97 0.49
H 3.318596 -3.846782 -1.296558 0.21 -1.30 -1.75
H 3.152335 -4.790730 -2.662765 0.05 0.86 -2.04
O 3.232961 -4.753631 -1.738361 0.08 0.91 3.73
H -0.823861 -0.593444 -0.646112 -0.19 0.45 -0.95
H -0.716380 0.389854 -1.799037 1.19 1.71 -1.06
O -1.319420 -0.159397 -1.378694 -1.52 -0.31 2.31
H 2.869952 6.121303 -0.486003 -3.72 0.77 2.56
H 3.528252 4.858943 -1.200641 -0.66 -0.78 0.61
O 3.524617 5.778380 -0.982708 4.29 -0.13 -3.18
H 3.644471 -1.157534 -2.005672 0.16 -0.48 -0.88
H 3.734547 -1.650173 -0.543087 0.86 -0.68 0.43
O 3.417609 -0.969697 -1.114031 -1.88 1.37 0.47
H -3.341044 1.601277 3.528214 -1.16 0.86 -1.87
H -3.320555 2.183247 4.979759 -0.59 0.78 0.20
O -2.996118 1.532825 4.381590 1.88 -1.97 1.82
H 6.502390 -1.834269 -0.818871 1.91 1.61 0.84
O 5.811831 -1.912007 -1.420212 -2.56 -2.03 -2.23
H -4.001152 3.974908 3.176208 0.34 -0.21 -2.27
H -3.296423 3.463525 1.642998 -1.28 0.69 -2.01
O -3.363282 3.542506 2.564242 0.01 -0.34 3.56
H 2.533666 2.190091 0.958753 2.65 1.75 1.44
H 1.854978 -0.961354 0.924457 0.29 2.92 2.08
H 0.617406 -5.179265 -0.002846 -1.80 -8.39 8.23
H -0.664831 -1.189130 2.162624 -2.12 -2.03 0.92
H -1.932839 2.999848 -4.203124 -5.10 -2.53 0.98
H 5.568321 -1.261164 -2.100170 1.43 0.17 1.32
O -0.876340 -2.385158 -1.231807 -0.32 -2.68 -0.91
H -1.694160 -2.495177 -0.695452 0.96 -0.54 -0.64
H -1.051516 -2.779557 -2.146988 0.06 0.71 2.13
O -0.806017 -3.052921 2.872623 -7.17 -2.41 0.40
H 0.009697 -3.226552 2.510464 3.40 -0.86 -1.71
H -1.468957 -3.805514 2.417795 3.19 3.16 1.59
O 0.735846 -0.835924 -2.987082 0.71 -7.67 -2.99
H 0.698892 -0.096703 -2.549634 0.11 6.33 3.78
H 0.694391 -1.538894 -2.272375 0.04 1.29 -1.15
O -6.205305 -0.785496 -0.155374 -0.51 0.81 0.19
H -6.619536 -0.739810 -1.048602 0.75 -1.36 1.25
H -5.868317 -1.615496 0.238025 -0.72 0.35 -1.42
O -3.500673 -2.987710 2.488271 -1.63 0.80 1.78
H -4.190432 -2.535203 3.077907 1.31 -0.90 -1.39
H -2.928968 -3.386307 3.167213 -0.28 0.29 -0.22
O 4.229746 -3.495321 0.779446 2.80 2.77 1.28
H 5.111349 -2.943362 0.991243 -3.22 -0.92 -0.45
H 4.665492 -4.144516 0.271708 0.50 -1.83 -1.29
O -0.239978 -0.277343 5.429686 -0.02 2.03 -1.57
H 0.109534 0.566357 5.839741 -0.73 -1.01 -0.93
H -0.480702 -0.036150 4.461328 0.85 -0.32 2.35

=====

[2]
120
Properties=species:S:1:pos:R:3:forces:R:3 method="wB97M-V/def2-TZVPD" e_homo_ev=-9.7909 multiplicity=1 charge=0
H -1.722561 1.376023 5.117193 0.20 -2.15 -0.40
H -0.915664 2.531738 5.643626 -1.80 -0.42 -0.58
O -1.841737 2.269512 5.338945 1.65 2.46 0.89
H 2.873199 -0.211659 -4.928484 -0.88 0.08 0.42
H 1.568852 -0.819567 -4.286333 -0.58 0.30 2.11
O 2.068392 -0.753638 -5.058674 1.22 -0.48 -2.86
H -5.619426 -0.717104 -0.858169 -0.23 0.16 -0.25
H -4.839710 -0.821275 0.404024 -0.88 0.64 -0.39
O -5.523186 -0.239358 -0.026650 1.32 -1.08 0.59
H -0.578456 -3.598766 2.740410 -0.83 0.60 -0.26
H -1.226375 -4.991356 3.315506 2.29 1.99 -0.93
O -0.368683 -4.455257 3.090332 -1.52 -2.40 0.94
H 0.241364 2.109017 -3.492854 0.07 -0.15 0.34
H 0.866678 1.964029 -2.099435 -0.37 0.09 0.77
O 1.072571 2.075243 -3.013732 1.61 -1.40 -1.03
H 5.195609 3.538411 0.792275 0.93 -0.10 0.00
O 4.297633 3.533359 1.081416 -1.34 0.21 -1.21
H -1.383514 -1.309116 -0.004244 2.07 0.45 -0.87
O -0.489999 -1.139361 -0.480367 -1.67 -0.21 0.54
H 6.432105 -0.145694 0.211965 1.93 -1.42 0.26
H 4.964454 -0.750354 -0.584094 1.17 -1.53 -0.39
O 5.590257 -0.189694 -0.144083 -2.80 4.36 0.83
H 1.289576 5.102245 2.983453 -0.13 0.73 -0.37
H -0.120681 5.623579 2.598075 2.02 0.86 -0.44
O 0.861305 5.883057 2.571904 -1.61 -1.46 0.53
H -1.291982 -2.889374 -1.660728 0.35 -1.37 0.55
H -0.845316 -3.730632 -0.460811 0.04 0.03 0.74
O -1.055804 -3.825849 -1.380590 0.34 1.60 -0.81
H 2.398051 -1.612385 3.293122 0.70 -0.85 -0.28
H 2.704688 -0.460611 4.285842 1.15 0.25 0.75
O 2.085185 -0.811531 3.676661 -1.07 0.61 -0.95
H 4.587560 1.083712 -1.095652 0.43 -0.48 1.50
O 3.693515 1.274034 -1.346422 -0.49 1.26 -3.06
H 0.829724 1.017354 4.579595 0.87 0.64 -0.76
H 1.072538 1.302569 3.096890 0.43 0.65 1.79
O 1.283519 1.690790 4.005112 -1.24 -1.14 -0.54
H -1.238464 1.598498 -4.545158 -0.09 -2.28 -0.16
H -0.772307 2.889169 -4.959468 0.70 1.23 -0.74
O -1.450762 2.495006 -4.435417 -0.86 1.02 0.45
H 2.531023 3.258891 -0.374708 -2.34 0.07 0.55
H 1.065820 3.862522 0.074939 0.51 0.21 -0.31
O 1.520642 3.097064 -0.310151 1.71 -0.15 -0.03
H 4.020104 2.108171 -4.846552 0.06 -0.25 -0.42
H 3.378755 1.694052 -3.596169 -0.53 -0.28 1.14
O 3.677541 1.316907 -4.416661 0.66 0.82 -0.90
H 6.269573 -2.627038 -1.747466 0.03 0.18 -1.74
H 6.240906 -2.760026 -0.369742 -1.10 0.39 0.52
O 5.668146 -2.369541 -1.063378 1.25 -2.35 0.97
H -5.077649 3.587073 0.763213 0.08 -0.22 0.76
H -3.964378 3.768469 -0.169407 0.62 -0.32 0.37
O -4.117316 3.446735 0.738908 -0.14 0.80 -1.34
H -2.601447 -6.286567 0.225688 -0.39 0.35 0.00
O -3.403799 -5.950959 0.650241 0.37 -0.90 0.63
H 4.716918 -1.304682 -3.388021 0.47 -1.42 -1.62
H 3.553268 -0.668460 -2.676946 0.14 0.33 -0.01
O 4.518688 -0.695583 -2.721918 -0.23 0.87 1.27
H -4.089406 1.953621 -4.219374 1.25 1.26 -1.30
O -4.273478 1.072018 -4.006050 -1.93 -1.81 2.26
H -3.840473 0.671573 3.522560 -0.07 1.76 1.31
H -4.908648 -0.001324 2.615504 0.05 0.04 0.19
O -4.010177 -0.043641 2.960899 -0.03 -1.85 -1.16
H -0.798667 4.517758 3.938202 -0.73 0.00 -0.46
H -2.362372 4.179167 3.848485 3.22 1.57 -2.22
O -1.524581 4.583029 3.276479 -2.74 -1.83 2.97
H 4.326654 -5.046931 1.533975 0.69 -1.53 -0.18
H 3.194282 -4.171710 1.462467 -1.40 0.23 -0.43
O 4.088844 -4.168930 1.745838 0.93 1.32 0.71
H 1.630032 -1.675796 -1.975753 0.16 0.69 -0.32
H 0.987976 -0.186141 -1.885265 3.30 -2.19 -1.67
O 1.848597 -0.760144 -2.260968 -4.13 1.10 2.20
H 4.434572 0.601925 2.560976 -0.44 0.22 -0.21
H 5.667599 0.147975 3.165657 0.96 -0.63 0.19
O 5.021927 0.828545 3.282406 -0.45 0.42 0.05
H -5.275894 -4.058948 -0.312367 1.40 1.84 -0.11
H -4.669921 -3.858856 -1.620501 1.26 0.98 0.99
O -4.560943 -3.442777 -0.708164 -2.81 -2.68 -0.59
H 0.152260 2.645630 1.664403 -1.60 -0.78 0.91
H -1.067628 2.318945 2.720917 0.39 0.93 0.22
O -0.562735 2.011482 1.968778 0.96 -0.27 -1.68
H -1.923103 -0.863535 2.982181 1.38 -0.58 -1.85
H -1.074271 -0.371593 1.752464 0.17 0.26 0.11
O -1.198240 -1.133906 2.320854 -1.34 -0.20 2.07
H -3.514766 0.555269 0.072341 1.28 -1.26 -0.21
H -2.351394 0.930268 0.930782 -0.30 -2.49 -1.55
O -2.655473 0.106837 0.352224 -1.28 4.04 1.49
H 2.360528 -0.751637 0.082379 -0.54 -0.27 -1.81
H 3.007943 -0.110117 1.177248 -0.46 -2.25 0.18
O 2.685378 -1.040133 0.916922 0.93 2.36 1.21
H -0.384507 -1.992142 4.197934 1.95 1.99 3.54
O 0.029527 -1.481642 5.070402 -2.27 -1.95 -2.57
H 2.224828 -5.746815 -0.360544 -0.68 0.72 -1.32
H 1.139231 -4.913275 0.660638 -1.15 0.84 -1.01
O 1.834254 -5.500606 0.457648 1.67 -1.60 2.36
H -3.721414 -5.209423 0.145610 0.26 0.68 -0.65
H 4.262748 3.421150 2.014151 0.31 -0.21 1.17
H -3.916673 0.317651 -4.449056 0.64 0.56 -1.02
H 0.209907 -1.660563 -0.084685 -0.08 -0.12 0.55
H 2.942035 1.316904 -0.801765 -0.35 -0.06 1.77
H 0.272983 -2.170016 5.710201 -0.23 0.09 -0.49
O -6.042908 2.000690 1.617777 -0.77 -0.10 2.19
H -5.380253 1.712845 1.015602 0.69 -0.60 -1.10
H -5.654669 1.744207 2.483793 -0.65 0.66 -0.78
O -3.057231 -4.736540 -2.610700 -2.64 0.03 -0.38
H -2.547709 -5.487046 -2.376593 0.92 -0.61 0.31
H -2.481414 -4.018439 -2.878476 0.30 -0.50 -0.25
O -2.032116 -1.209291 -2.923015 0.67 -1.52 2.42
H -1.543477 -0.469923 -3.181032 1.14 2.02 -0.43
H -2.692547 -1.328596 -3.551874 -1.74 -0.49 -1.70
O -1.308513 5.037580 0.139785 -3.00 -0.03 0.91
H -1.959187 4.768319 0.865279 1.72 0.06 -0.70
H -2.012524 5.477790 -0.399154 1.42 -0.19 -0.11
O 0.219624 4.315162 -3.194028 1.23 0.50 1.46
H -0.348245 3.581582 -2.852544 0.81 1.35 -0.20
H 1.129329 4.197169 -2.720043 -2.80 0.05 -1.33
O -1.172456 1.399976 -1.608072 1.23 0.77 1.42
H -0.689312 1.786828 -0.834287 -0.61 0.91 -0.90
H -1.082773 0.539492 -1.203164 -0.82 -1.47 -0.31
O -1.629447 -3.447365 -4.267137 2.44 1.74 0.44
H -1.200993 -4.105310 -4.815211 -0.06 -0.39 -0.22
H -0.839467 -2.940061 -3.870813 -1.87 -0.96 -0.96

=====

Ordered ΔE to the lowest compared entry with this formula, charge and spin results: 410.5, 294.3; unit kcal per mole.
Ordered E results: -83188.016, -83193.054; unit eV.
Ordered gap between HOMO and LUMO results: 9.206, 9.327; unit eV.